The following is a quantum chemistry calculation of a cluster of 5 separate species, C15H45NO16P5 in total in a non-equilibrium geometry, from the Open Molecules 2025 dataset.

```
! RIJCOSX wB97M-V def2-TZVPD def2/J DEFGRID3
* xyz -1 1
C 5.7289 4.5434 0.2566
C 4.3357 4.2327 0.2437
P 2.4360 4.0874 0.6507
C 0.5273 3.9849 1.0266
N -0.2169 4.4983 -0.2173
H 6.8007 5.0311 0.4531
H 2.5676 2.6583 0.9257
H 2.1837 3.8245 -0.7620
H 2.2482 5.5202 0.4903
H 2.7052 4.3491 2.0706
H 0.3628 4.6883 1.9719
H 0.1948 2.8782 1.2376
H -1.2297 4.5922 0.0952
H 0.1355 5.4389 -0.5067
C 2.5592 -2.8591 0.3006
O 2.0041 -1.6500 0.7721
P 2.1579 -1.2953 2.3338
O 3.1189 -2.1484 3.1070
O 0.6460 -1.3038 2.8829
C 0.0063 -2.5505 3.0400
O 2.5068 0.2759 2.3149
C 3.8193 0.6380 1.9449
H 1.8413 -3.6730 0.4302
H 2.7793 -2.7472 -0.7649
H 3.4930 -3.1013 0.8147
H 0.7207 -3.3413 3.2840
H -0.5217 -2.8029 2.1175
H -0.7190 -2.4709 3.8540
H 3.9787 0.4433 0.8807
H 4.5515 0.0839 2.5379
H 3.9527 1.7057 2.1344
C 0.2819 -0.9288 -6.4676
O 1.3509 -1.7391 -6.0284
P 1.0425 -2.8961 -4.9539
O -0.4070 -3.1974 -4.7146
O 1.8680 -2.4427 -3.6498
C 1.3731 -1.3574 -2.8980
O 1.9138 -4.1355 -5.4972
C 1.4133 -4.8299 -6.6189
H 0.1478 -0.0873 -5.7830
H 0.5258 -0.5418 -7.4611
H -0.6488 -1.4969 -6.5455
H 0.2827 -1.2964 -2.9494
H 1.8120 -0.4299 -3.2728
H 1.6670 -1.4928 -1.8538
H 1.4830 -4.2034 -7.5125
H 0.3745 -5.1273 -6.4536
H 2.0145 -5.7297 -6.7684
C -1.3632 -9.4618 4.4144
O -1.7184 -8.5575 5.4384
P -1.4446 -6.9897 5.2033
O -1.0877 -6.5906 3.8024
O -0.3463 -6.6176 6.3180
C 0.9756 -7.0664 6.1199
O -2.7751 -6.2987 5.7890
C -3.9395 -6.3721 4.9957
H -0.3156 -9.7538 4.5234
H -1.9907 -10.3529 4.5060
H -1.5285 -9.0327 3.4227
H 1.2222 -7.1346 5.0570
H 1.0977 -8.0449 6.5900
H 1.6600 -6.3573 6.5930
H -4.3127 -7.3997 4.9674
H -3.7345 -6.0231 3.9804
H -4.7038 -5.7290 5.4382
C -4.3178 8.9161 -3.8399
O -4.3638 8.5308 -2.4828
P -3.0756 7.8040 -1.8498
O -1.8278 7.8436 -2.6808
O -3.6041 6.3293 -1.4848
C -3.8235 5.4244 -2.5436
O -2.9489 8.4913 -0.3999
C -2.4253 9.8006 -0.3532
H -4.6296 8.0820 -4.4737
H -5.0094 9.7505 -3.9869
H -3.3184 9.2506 -4.1302
H -3.1441 5.6110 -3.3796
H -4.8581 5.5117 -2.8832
H -3.6550 4.4088 -2.1759
H -3.1388 10.5080 -0.7849
H -1.4764 9.8536 -0.8931
H -2.2481 10.0680 0.6912
*
```

Total energy, eV: -96981.151
M, g mol⁻¹: 650.4

***

The following is a quantum chemistry calculation of an isolated molecule of C4H6N2O2 in a non-equilibrium geometry, from the Open Molecules 2025 dataset.

```
! RIJCOSX wB97M-V def2-TZVPD def2/J DEFGRID3
* xyz 0 1
C -0.9328 -0.1422 -0.0488
C -0.2431 1.0031 0.3087
C 1.1646 1.3187 -0.1537
C 0.9009 -1.3985 0.4475
H -2.5641 -0.8748 -0.9471
H -2.4890 0.8323 -0.3883
H -0.8239 1.9995 0.2824
H 1.3966 2.5201 -0.1471
H 0.7221 -0.9443 1.3291
H 1.0271 -2.4827 0.3859
N -2.1847 -0.0945 -0.1401
N 2.1783 0.5250 -0.2542
O 2.1486 -0.8875 -0.3378
O -0.3005 -1.3742 -0.3366
*
```

ΔE to the lowest compared entry with this formula, charge and spin, eV: 5.763
Total energy, eV: -11315.279
M, g mol⁻¹: 114.1
SMILES: NC1=CC=NOCO1

***

The following is a quantum chemistry calculation of a cluster of 7 separate species, C33H51N8O in total in a non-equilibrium geometry, from the Open Molecules 2025 dataset.

```
! RIJCOSX wB97M-V def2-TZVPD def2/J DEFGRID3
* xyz 1 1
C -0.2617 2.5854 -1.2859
C 0.2219 2.0390 0.0873
C 1.7564 2.0446 0.2778
O 2.4709 1.1656 -0.5963
C 2.1424 -0.1788 -0.3808
N 3.3321 -0.9460 0.0077
C 3.1475 -2.3965 -0.1694
C 1.6976 -2.8503 -0.5043
N 1.1401 -2.1296 -1.7008
C 1.6185 -0.7141 -1.7683
C 2.7552 -0.5147 -2.8281
C 2.3781 0.6415 -3.8041
H -1.3686 2.5350 -1.2719
H 0.0378 1.9558 -2.1405
H 0.0786 3.6263 -1.3822
H -0.2155 2.6352 0.9095
H -0.1981 1.0207 0.2192
H 2.0631 1.8937 1.3340
H 2.0996 3.0666 0.0297
H 1.3993 -0.3247 0.4297
H 3.5819 -0.7621 0.9722
H 3.8007 -2.7103 -1.0095
H 3.4410 -2.9757 0.7218
H 1.7492 -3.9206 -0.7663
H 0.9756 -2.6949 0.3131
H 0.1255 -2.2179 -1.7576
H 1.4929 -2.6364 -2.5182
H 0.7755 -0.0501 -2.0231
H 3.7004 -0.2071 -2.3526
H 2.9674 -1.4581 -3.3695
H 3.2121 0.7236 -4.5239
H 1.4158 0.4983 -4.3152
H 2.3961 1.5847 -3.2321
N 5.1707 1.1903 2.1304
C 5.0021 0.6276 3.3693
C 6.2181 0.6341 4.0020
C 7.1528 1.2272 3.1154
C 6.4779 1.5623 1.9700
H 4.4474 1.3128 1.4458
H 4.0360 0.2726 3.6913
H 6.4143 0.2569 4.9921
H 8.2022 1.3905 3.2969
H 6.8129 2.0298 1.0595
N -3.1537 1.3816 1.6916
C -3.8034 1.3744 2.8965
C -4.1303 0.0746 3.1910
C -3.6525 -0.7295 2.1246
C -3.0557 0.1049 1.2156
H -2.8039 2.1985 1.2272
H -3.9758 2.2895 3.4374
H -4.6503 -0.2597 4.0737
H -3.7396 -1.8004 2.0319
H -2.5720 -0.0988 0.2734
N -2.3040 -4.2402 0.8709
C -3.3831 -5.0126 0.5350
C -3.0025 -6.3271 0.6202
C -1.6448 -6.3506 1.0288
C -1.2407 -5.0491 1.1790
H -2.2947 -3.2375 0.8923
H -4.3236 -4.5622 0.2649
H -3.6305 -7.1778 0.4144
H -1.0341 -7.2227 1.1960
H -0.2933 -4.6303 1.4776
N -3.6006 3.9858 -2.8851
C -4.1808 4.4093 -4.0499
C -5.4666 3.9340 -4.0761
C -5.6722 3.2003 -2.8800
C -4.5047 3.2517 -2.1633
H -2.6595 4.1836 -2.6031
H -3.6310 5.0084 -4.7564
H -6.1810 4.0966 -4.8660
H -6.5740 2.6934 -2.5783
H -4.2406 2.8305 -1.2066
N -6.9248 3.5226 5.3199
C -7.5718 3.5152 6.5258
C -7.8963 2.2163 6.8213
C -7.4232 1.4088 5.7555
C -6.8256 2.2422 4.8452
H -6.5774 4.3402 4.8561
H -7.7458 4.4304 7.0661
H -8.4154 1.8831 7.7048
H -7.5107 0.3382 5.6662
H -6.3431 2.0357 3.9048
N 6.3332 -2.6030 -5.8701
C 5.7876 -3.3683 -4.8776
C 5.9110 -2.6763 -3.6990
C 6.5503 -1.4449 -3.9949
C 6.7963 -1.4282 -5.3437
H 6.3866 -2.8634 -6.8375
H 5.3630 -4.3347 -5.0934
H 5.5790 -3.0174 -2.7309
H 6.8023 -0.6610 -3.2990
H 7.2606 -0.6859 -5.9708
*
```

ΔE to the lowest compared entry with this formula, charge and spin, eV: 0.000
Total energy, eV: -49007.797
M, g mol⁻¹: 575.8

***

The following is a quantum chemistry calculation of a cluster of 2 separate species, C5H13S2 in total in a non-equilibrium geometry, from the Open Molecules 2025 dataset.

```
! RIJCOSX wB97M-V def2-TZVPD def2/J DEFGRID3
* xyz -1 1
C -2.0109 1.1804 -1.3161
C -2.6639 0.1629 -0.3728
C -1.6636 -0.4249 0.6747
S -2.3958 -1.7645 1.6915
H -2.6883 1.6034 -2.1107
H -1.1233 0.7244 -1.7893
H -1.6119 2.0076 -0.7123
H -3.4684 0.6846 0.2045
H -3.1387 -0.6581 -0.9151
H -1.3835 0.4076 1.3875
H -0.7320 -0.7880 0.1704
H -1.2741 -2.3620 2.1069
C 3.2969 -0.7190 0.5826
C 2.9264 0.4605 -0.3789
S 1.1365 0.8202 -0.2670
H 2.8652 -1.6670 0.2489
H 2.8997 -0.4872 1.5932
H 4.3966 -0.8254 0.6568
H 3.1716 0.2728 -1.4252
H 3.4614 1.3718 -0.0296
*
```

ΔE to the lowest compared entry with this formula, charge and spin, eV: 0.567
Total energy, eV: -27066.948
M, g mol⁻¹: 137.3

***

The following is a quantum chemistry calculation of a cluster of 12 separate species, C35H100N15O12 in total in a non-equilibrium geometry, from the Open Molecules 2025 dataset.

```
! RIJCOSX wB97M-V def2-TZVPD def2/J DEFGRID3
* xyz -1 1
C 10.2501 -16.4002 7.8672
C 10.1835 -17.4193 6.7248
C 9.0102 -17.1734 5.7998
O 11.3827 -17.5041 5.9970
H 9.9223 -15.4314 7.4903
H 11.2441 -16.3003 8.3033
H 9.6445 -16.6943 8.7244
H 10.0708 -18.4400 7.0903
H 8.9818 -16.1219 5.5140
H 8.1735 -17.3258 6.4816
H 8.9223 -17.9214 5.0119
C 9.8430 -20.1851 15.4063
C 11.2515 -19.6318 15.8406
C 12.0302 -19.1080 14.6160
O 13.2204 -18.3177 14.9366
C 14.0325 -17.8620 13.9093
N 10.9433 -18.7026 16.8664
H 9.7940 -20.9266 14.6089
H 9.3561 -19.3735 14.8655
H 9.2503 -20.5298 16.2536
H 11.9030 -20.4347 16.1858
H 11.3014 -18.4267 14.1768
H 12.3780 -19.9525 14.0210
H 14.4910 -18.7095 13.3997
H 14.7683 -17.1245 14.2299
H 13.3452 -17.5210 13.1350
H 10.7369 -17.8116 16.4378
H 10.1203 -18.7333 17.4511
C 21.6145 -12.0954 5.6605
C 20.6002 -13.2344 5.8028
C 19.6150 -12.9251 6.9808
O 18.8016 -14.0510 7.1787
C 17.7862 -13.8530 8.1097
N 19.7999 -13.4909 4.6380
H 22.5551 -12.4318 5.2244
H 21.8843 -11.8454 6.6866
H 21.3214 -11.2173 5.0851
H 20.9600 -14.2111 6.1263
H 19.0423 -12.0649 6.6342
H 20.1402 -12.8033 7.9281
H 17.1613 -12.9933 7.8680
H 18.2553 -13.5886 9.0575
H 17.1664 -14.7394 8.2441
H 20.4140 -13.6681 3.8559
H 19.3734 -12.6107 4.3862
C 2.2923 -22.5838 9.6267
C 3.5754 -23.2472 9.1747
C 4.2756 -22.5545 8.0127
O 5.0985 -23.5588 7.4400
C 6.0287 -23.0249 6.5261
N 4.4538 -23.4801 10.2889
H 1.5839 -22.5551 8.7988
H 2.4282 -21.5470 9.9344
H 1.9250 -23.2108 10.4392
H 3.2663 -24.2131 8.7750
H 4.9740 -21.7611 8.2791
H 3.6265 -22.1249 7.2497
H 5.6395 -22.4492 5.6864
H 6.4353 -23.8872 5.9977
H 6.8605 -22.5451 7.0420
H 4.6745 -22.5243 10.5294
H 5.3240 -23.7839 9.8760
C 4.5021 -16.8737 -1.6995
C 5.2133 -17.4342 -0.4569
C 5.4837 -18.9848 -0.5300
O 4.2531 -19.7356 -0.7220
C 4.0354 -20.9074 -0.0002
N 6.4579 -16.6692 -0.3747
H 5.0856 -16.8637 -2.6201
H 4.0055 -15.9099 -1.5874
H 3.5805 -17.4482 -1.7932
H 4.5235 -17.2611 0.3691
H 5.7947 -19.2218 0.4874
H 6.3130 -19.2970 -1.1647
H 4.8264 -21.5859 -0.3197
H 3.1481 -21.5116 -0.1896
H 4.0236 -20.7227 1.0740
H 6.5783 -16.1880 0.5051
H 6.4133 -15.9217 -1.0524
C 5.0188 -12.5493 4.8070
C 5.4804 -11.2273 5.5157
C 6.5026 -11.3535 6.7630
O 5.8147 -11.8233 7.9328
C 6.5876 -11.8113 9.0908
N 5.9772 -10.5172 4.3371
H 4.6715 -13.2202 5.5927
H 5.8866 -12.9181 4.2602
H 4.2024 -12.4172 4.0968
H 4.6657 -10.6563 5.9611
H 6.9303 -10.3761 6.9866
H 7.4298 -11.8831 6.5439
H 6.1633 -12.4015 9.9030
H 6.7876 -10.7816 9.3873
H 7.5392 -12.2512 8.7926
H 6.1045 -9.5625 4.6410
H 5.2994 -10.5680 3.5900
C 11.6304 -12.7189 20.3751
C 11.1345 -13.8354 19.4314
C 10.4747 -13.3646 18.0882
O 9.9615 -14.4190 17.2838
C 9.6043 -13.8569 16.0262
N 12.3421 -14.6444 19.1540
H 12.0817 -11.8861 19.8358
H 12.3398 -13.0681 21.1253
H 10.7006 -12.4523 20.8777
H 10.4603 -14.4581 20.0193
H 11.3201 -12.9359 17.5500
H 9.7690 -12.5544 18.2715
H 8.7067 -13.2688 16.2177
H 9.3519 -14.7563 15.4645
H 10.4505 -13.3669 15.5447
H 11.9161 -15.4516 18.7215
H 12.6313 -14.9537 20.0709
C 13.3591 -28.5014 11.9724
C 13.3670 -26.9823 11.6373
C 11.8868 -26.4506 11.5165
O 12.0162 -25.0023 11.4147
C 10.8056 -24.3878 11.1457
N 14.1141 -26.3803 12.6802
H 14.3817 -28.8058 12.1953
H 13.0094 -29.1017 11.1325
H 12.8333 -28.7067 12.9048
H 13.8957 -26.6906 10.7298
H 11.4566 -26.6843 12.4903
H 11.2392 -27.0259 10.8549
H 10.0570 -24.8637 11.7791
H 10.6518 -24.6050 10.0887
H 10.9164 -23.3052 11.2071
H 13.9043 -25.4011 12.5489
H 15.0997 -26.5275 12.5156
C 12.4765 -18.3519 0.2312
O 12.4839 -18.5729 -0.9814
N 13.2282 -19.0595 1.0145
N 11.8296 -17.4771 0.8834
H 13.8186 -19.7478 0.5698
H 12.7821 -19.2239 1.9056
H 11.9094 -17.3263 1.8789
H 11.1671 -16.9924 0.2950
C 14.6720 -12.4123 3.9383
O 14.9333 -13.1432 3.0164
N 15.3651 -11.3085 4.1887
N 13.9169 -12.7584 4.9971
H 15.1042 -10.6675 4.9243
H 15.9299 -10.9131 3.4506
H 13.5185 -13.6665 4.8058
H 13.6384 -12.1652 5.7657
C 4.3896 -17.2332 10.8326
O 4.8546 -18.2691 11.2964
N 4.9050 -16.4654 9.9698
N 3.4163 -16.6116 11.4382
H 4.5173 -15.5344 9.9161
H 5.8473 -16.7331 9.7237
H 3.0560 -15.7308 11.0998
H 2.9456 -17.1130 12.1778
C 15.4045 -21.2647 9.0252
O 16.3682 -20.7615 8.4222
N 15.4118 -21.8903 10.1949
N 14.2085 -21.2672 8.5425
H 16.3109 -22.0881 10.6103
H 14.5499 -22.3272 10.4888
H 13.4536 -21.6139 9.1170
H 13.8655 -20.5688 7.8984
*
```

Total energy, eV: -84831.001
M, g mol⁻¹: 923.3

***

The following is a quantum chemistry calculation of a cluster of 2 separate species, C28H43F10NO8S in total in a non-equilibrium geometry, from the Open Molecules 2025 dataset.

```
! RIJCOSX wB97M-V def2-TZVPD def2/J DEFGRID3
* xyz -2 1
C 0.1116 -8.8646 4.7495
C -0.6844 -9.2168 3.4952
C -1.1887 -7.9457 2.7608
C -0.4185 -7.6664 1.4608
C -0.2643 -6.1655 1.1261
C -0.5722 -5.8597 -0.3386
C -0.2067 -4.4274 -0.7687
C 0.3576 -4.3739 -2.1865
C 0.7105 -2.9470 -2.6171
C -0.4922 -2.0151 -2.7012
C -0.1963 -0.6753 -3.3895
C 1.0351 0.0227 -2.8009
C 1.0400 1.5498 -2.9325
C -0.0913 2.2599 -2.1687
C 0.1539 2.4922 -0.6472
C 0.7312 3.8986 -0.4491
C 2.1587 4.0606 -0.9849
C 2.8626 5.2920 -0.4535
F 2.4059 6.3946 -1.1202
F 2.6631 5.5198 0.8634
C 4.3888 5.2722 -0.7090
F 4.8842 6.4967 -0.4418
F 4.6089 5.0339 -2.0244
C 5.1968 4.2401 0.1646
F 6.0383 4.9079 0.9755
F 4.3861 3.4913 0.9241
C 6.0689 3.2649 -0.6659
F 6.6394 2.3956 0.1625
F 7.0335 3.9105 -1.3086
F 5.3398 2.5754 -1.5318
C 0.9731 1.3799 0.0120
O 2.1524 1.3367 0.2517
O 0.1561 0.3654 0.3945
C -1.2117 0.7642 0.1332
C -2.2530 -0.0002 0.9420
C -1.1932 2.2798 0.1328
C -2.4299 2.9307 -0.4985
C -3.4696 3.4727 0.4857
C -3.3078 4.9483 0.8194
F -4.7030 3.2779 -0.2070
O -1.0091 2.8950 1.4301
N -0.8473 1.9694 2.4961
O -1.1375 2.4570 3.5088
H -0.4770 -8.2351 5.4176
H 0.4394 -9.7561 5.2861
H 1.0023 -8.3010 4.4602
H -0.0395 -9.7877 2.8220
H -1.5298 -9.8622 3.7420
H -1.0824 -7.1025 3.4444
H -2.2398 -8.1130 2.5251
H 0.5722 -8.1238 1.5108
H -0.9572 -8.1327 0.6311
H 0.7413 -5.8263 1.3856
H -0.9703 -5.6085 1.7482
H -1.6532 -5.9822 -0.4656
H -0.0983 -6.6014 -0.9888
H 0.5351 -4.0212 -0.0748
H -1.0979 -3.8028 -0.6852
H 1.3011 -4.9301 -2.1629
H -0.3255 -4.8367 -2.9033
H 1.4231 -2.5638 -1.8798
H 1.2326 -2.9374 -3.5800
H -1.3193 -2.5163 -3.2175
H -0.8680 -1.7862 -1.6972
H -0.0334 -0.8968 -4.4507
H -1.0879 -0.0475 -3.3383
H 1.9104 -0.3484 -3.3433
H 1.1825 -0.2971 -1.7684
H 2.0280 1.9155 -2.6498
H 0.9258 1.7891 -3.9959
H -0.2691 3.2325 -2.6291
H -0.9975 1.6856 -2.3429
H 0.0978 4.6249 -0.9631
H 0.7135 4.1802 0.6022
H 2.7730 3.1859 -0.7920
H 2.1396 4.1960 -2.0693
H -1.3698 0.4485 -0.9007
H -2.7180 -0.7818 0.3453
H -1.7913 -0.4149 1.8376
H -3.0373 0.6802 1.2768
H -2.1106 3.7657 -1.1238
H -2.9134 2.1911 -1.1417
H -3.5666 2.8631 1.3869
H -3.3209 5.1494 1.8892
H -4.0824 5.5532 0.3460
H -2.3481 5.2929 0.4214
O -5.9468 8.6515 2.5332
S -4.6299 7.9817 2.3525
O -4.3492 7.7986 0.8894
O -4.6594 6.6288 2.9998
O -3.5482 8.8013 2.9673
*
```

Total energy, eV: -85612.115
M, g mol⁻¹: 743.7

***

The following is a quantum chemistry calculation of a structure of composition C6H9N2O2S3 in a non-equilibrium geometry, from the Open Molecules 2025 dataset.

```
! RIJCOSX wB97M-V def2-TZVPD def2/J DEFGRID3
* xyz 1 1
C -1.2235 0.1524 -0.4904
C 0.1532 -0.8845 -2.1518
C -1.8046 1.4725 -0.7663
C -2.2638 -0.5615 0.2980
C 0.0673 0.1831 0.2982
C 1.6890 0.1491 2.5290
N -0.9722 -0.4640 -1.7775
N 0.5429 -1.4929 -3.2527
O -2.1475 1.6317 1.8662
O -4.2606 1.5001 0.5977
S 1.3961 -0.4033 -0.5857
S 0.0190 0.7671 1.9299
S -2.8843 1.1612 0.7161
H -1.1478 2.4512 -0.8194
H -2.4848 1.5480 -1.6798
H -3.0726 -1.0339 -0.2934
H -1.9386 -1.2572 1.0591
H 1.8872 -0.8937 2.1335
H 1.5743 -0.0747 3.6416
H 2.5714 0.8173 2.3155
H -0.0156 -2.2528 -3.6980
H 1.4917 -1.3482 -3.6815
*
```

ΔE to the lowest compared entry with this formula, charge and spin, eV: 1.046
Total energy, eV: -45938.673
M, g mol⁻¹: 237.4